No. 1
{"formula": "CH4O2P2", "method": "the ωB97M-V functional and the def2-TZVPD basis", "symbols": ["C", "O", "O", "P", "P", "H", "H", "H", "H"], "xyz": [[1.631513, 0.243651, 0.556746], [-1.964209, -1.274681, -1.019828], [-0.874301, 0.692345, 0.339032], [-2.467412, 0.737880, 0.285123], [0.171899, -0.150388, -0.542915], [1.321397, 0.623918, 1.526634], [2.210804, -0.668227, 0.692980], [2.277596, 0.972264, 0.070705], [-2.307288, -1.176763, -1.908478]], "atomic_forces_ev_per_a": [[-0.3, -0.1, -0.3], [-1.1, 2.2, 2.0], [-1.4, 1.0, 1.0], [0.9, -2.7, -1.8], [2.0, -0.6, -0.6], [0.0, 0.0, 0.1], [0.1, -0.1, 0.0], [0.1, 0.1, 0.0], [-0.2, 0.1, -0.4]], "lumo_energy_ha": [-0.0471, -0.0492], "total_charge": 0, "homo_lumo_gap_ha": [0.2607, 0.2221]}

---

No. 2
{"formula": "C28H25N3O4S2", "method": "the ωB97M-V functional and the def2-TZVPD basis", "symbols": ["O", "C", "N", "C", "N", "C", "C", "C", "O", "C", "C", "C", "C", "C", "C", "H", "H", "H", "H", "H", "S", "C", "C", "C", "C", "C", "C", "H", "H", "H", "H", "H", "H", "C", "C", "C", "C", "C", "C", "H", "H", "S", "O", "O", "N", "C", "C", "C", "C", "C", "H", "H", "H", "H", "H", "H", "H", "H", "H", "H", "H", "H"], "xyz": [[-0.420603, 4.849447, -0.021409], [-0.669939, 3.670549, 0.016269], [-1.976219, 3.243599, 0.172438], [-2.427748, 1.954860, 0.173148], [-1.706104, 0.918665, -0.052896], [-2.384136, -0.252627, 0.070884], [-3.729349, -0.100878, 0.359878], [-4.807025, -1.078409, 0.518811], [-4.630237, -2.203001, 0.943785], [-6.166982, -0.594617, 0.156453], [-6.397707, 0.164322, -0.987918], [-7.683029, 0.563814, -1.304180], [-8.742592, 0.218709, -0.481085], [-8.520274, -0.549543, 0.650420], [-7.240257, -0.966865, 0.961340], [-7.050186, -1.576068, 1.832347], [-9.347005, -0.828625, 1.286465], [-9.743433, 0.541024, -0.727389], [-7.859022, 1.145318, -2.196997], [-5.578106, 0.415604, -1.645747], [-4.112706, 1.602728, 0.512636], [-1.595265, -1.456817, -0.171230], [-1.754723, -2.634887, 0.552939], [-0.910738, -3.705399, 0.317285], [0.095873, -3.615776, -0.628764], [0.260191, -2.446245, -1.354410], [-0.576416, -1.373720, -1.124131], [-0.458244, -0.456560, -1.680677], [1.051174, -2.366608, -2.083797], [0.759410, -4.449864, -0.796802], [-1.037147, -4.613887, 0.887331], [-2.527199, -2.709164, 1.300046], [-2.666602, 3.977951, 0.283647], [0.338854, 2.574529, -0.091310], [0.759052, 1.900172, 1.051884], [1.652023, 0.851323, 0.938981], [2.118919, 0.490877, -0.309874], [1.742983, 1.179543, -1.445467], [0.852844, 2.235185, -1.336515], [0.537125, 2.778705, -2.214138], [2.133149, 0.863080, -2.400612], [3.228427, -0.908311, -0.426440], [3.403995, -1.249089, -1.813243], [2.795260, -1.933398, 0.475348], [4.621147, -0.229460, 0.214673], [5.533291, -1.160278, 0.849527], [6.550264, -0.381465, 1.677908], [7.304059, 0.595926, 0.779465], [6.307782, 1.510227, 0.071325], [5.287464, 0.674589, -0.697479], [4.522341, 1.312370, -1.144506], [5.782845, 0.113185, -1.503241], [5.780175, 2.115455, 0.810199], [6.823334, 2.178383, -0.619687], [8.004090, 1.189307, 1.369981], [7.877033, 0.037586, 0.035696], [6.024927, 0.171209, 2.457939], [7.241806, -1.079070, 2.151760], [4.927764, -1.821102, 1.470183], [6.054344, -1.767935, 0.094138], [1.976597, 0.285856, 1.797155], [0.370439, 2.185569, 2.017690]], "atomic_forces_ev_per_a": [[0.1, 0.1, 0.0], [0.0, -0.1, 0.0], [-0.3, 0.6, 0.1], [-1.3, -0.7, 0.2], [0.4, 0.2, -0.2], [-1.0, 0.1, 0.2], [0.6, 0.2, 0.0], [0.1, -0.1, 0.0], [-0.1, 0.1, 0.0], [-0.4, -0.2, 0.0], [0.0, -0.1, 0.0], [-0.1, 0.1, -0.1], [0.0, 0.0, 0.0], [-0.1, 0.0, 0.0], [0.1, 0.0, 0.0], [0.0, -0.1, 0.1], [-0.1, 0.0, 0.1], [-0.1, 0.0, 0.0], [0.0, 0.0, -0.1], [0.1, 0.0, 0.0], [0.8, 0.0, -0.1], [0.2, -0.4, 0.0], [-0.1, 0.1, 0.0], [0.1, -0.1, 0.0], [-0.1, 0.0, 0.0], [-0.1, 0.0, -0.1], [-0.1, -0.1, 0.0], [0.0, 0.0, 0.0], [0.1, 0.0, -0.1], [0.1, -0.1, 0.0], [0.0, -0.1, 0.1], [0.0, 0.0, 0.0], [0.3, 0.0, 0.0], [0.7, 0.1, -0.1], [0.2, 0.1, -0.2], [-0.1, 0.1, 0.2], [0.3, -0.4, -0.2], [0.1, -0.1, -0.1], [-0.1, 0.1, 0.2], [0.0, 0.0, -0.1], [0.0, 0.0, -0.1], [0.2, 0.3, 0.2], [0.0, 0.3, 0.0], [0.1, 0.1, 0.3], [-0.9, -0.3, -0.2], [0.1, -0.5, 0.5], [0.0, -0.1, -0.3], [-0.1, 0.2, 0.2], [0.0, -0.2, -0.1], [0.1, 0.6, -0.3], [0.2, 0.1, -0.1], [0.0, 0.1, 0.0], [0.0, 0.1, 0.0], [0.0, 0.0, 0.0], [0.1, 0.0, 0.0], [0.1, 0.0, 0.0], [0.0, 0.0, 0.1], [0.0, 0.0, 0.0], [0.2, -0.1, 0.0], [0.0, 0.0, 0.1], [0.0, 0.0, 0.2], [-0.1, 0.0, 0.1]], "lumo_energy_ha": -0.0088, "total_charge": 0, "homo_lumo_gap_ha": 0.3007}

---

No. 3
{"formula": "C2H8NO4", "method": "the ωB97M-V functional and the def2-TZVPD basis", "symbols": ["C", "C", "N", "O", "O", "O", "O", "H", "H", "H", "H", "H", "H", "H", "H"], "xyz": [[-0.969492, -0.091956, -0.657042], [-0.298421, 0.828477, 0.314205], [-1.226367, -1.379239, -0.065190], [0.222412, 1.891729, -0.175509], [-0.506384, 0.630500, 1.563552], [2.002915, -0.482971, -0.984745], [1.617177, -0.350673, 0.361309], [-1.859261, 0.464008, -1.014600], [-0.306773, -0.208295, -1.524193], [1.263271, -1.230488, 0.594161], [-1.573026, -2.026743, -0.762511], [-1.899212, -1.329599, 0.693351], [0.648995, 2.530462, 0.424442], [-0.092499, 1.237517, 2.202273], [2.976664, -0.482729, -0.969504]], "atomic_forces_ev_per_a": [[-0.1, 0.1, -0.2], [0.0, 0.1, -0.3], [0.1, 0.0, 0.2], [0.1, 0.3, -0.2], [-0.2, -0.1, 0.4], [0.1, -0.1, -0.7], [0.0, -0.1, 0.6], [0.2, 0.0, 0.1], [-0.1, 0.2, 0.2], [0.1, 0.0, -0.2], [0.0, 0.0, 0.1], [0.0, -0.1, -0.2], [-0.2, -0.2, 0.1], [0.0, 0.0, -0.2], [-0.2, 0.0, 0.3]], "lumo_energy_ha": -0.1401, "total_charge": 1, "homo_lumo_gap_ha": 0.3839}

---

No. 4
{"formula": "C3H4O3", "method": "the ωB97M-V functional and the def2-TZVPD basis", "symbols": ["O", "C", "C", "O", "C", "O", "H", "H", "H", "H"], "xyz": [[-1.057418, -1.637088, 0.241197], [-0.358843, -0.687347, -0.380085], [0.159579, 1.367844, 0.248699], [1.183763, 0.963905, -0.574306], [0.891540, -0.261318, 0.158360], [1.557861, -0.743622, 1.040549], [-1.705851, -2.033549, -0.357647], [-0.510591, -0.598281, -1.461560], [0.531037, 1.720207, 1.226383], [-0.691080, 1.909246, -0.141590]], "atomic_forces_ev_per_a": [[0.1, -0.1, -0.1], [0.1, 0.4, 0.2], [-0.5, 0.4, -0.3], [0.1, -0.1, 0.3], [0.7, -1.2, -0.1], [0.2, 0.3, -0.1], [0.1, 0.2, 0.2], [-0.3, 0.7, 0.5], [-0.6, -0.7, -0.1], [0.1, 0.1, -0.5]], "lumo_energy_ha": 0.0036, "total_charge": 0, "homo_lumo_gap_ha": 0.3301}

---

Going through the records in order, we get DFT total energy values of -23770.64087 -63773.03105 -11873.81804 -9314.50922 eV.
Going through the records in order, we get energy relative to the best compared isomer or geometry (same formula, charge and spin) values of 4.519 0.273 3.952 4.191 eV.